Density functional theory data (wB97M-V/def2-TZVPD) for a cluster of 2 separate species, C3HS2 in total at a distorted geometry.

Element x y z (Å)
C -1.1640 0.8350 -0.3080
C -1.5931 -0.2217 0.0405
C 2.4306 0.4707 0.3019
S -2.3193 -1.6251 0.5087
S 3.1980 -0.8878 0.3507
H -0.5522 1.4290 -0.8937

The value obtained for the maximum force is 2.89 eV/A. The LUMO energy comes out at 2.6 eV. The HOMO energy comes out at -0.0926 Eh. As for the calculated total energy: -24794.680 eV. The net charge is -1. As for the energy above the lowest of the compared OMol25 structures with the same formula, charge and spin: 46.3 kcal/mol.